Below is one molecule with the formula C15H18O5 in a non-equilibrium geometry, with properties calculated with ωB97M-V/def2-TZVPD.

Last column: Löwdin charge in e.
Element x y z (Å)
O: 0.57 2.53 -2.58  0.06
H: 3.25 -0.97 1.98  0.12
H: 0.03 -0.39 2.52  0.11
C: 0.01 -0.04 0.35  -0.30
H: 2.39 1.68 -1.43  0.11
C: -2.08 -2.10 0.20  0.10
C: 0.72 1.30 -2.45  -0.46
C: -0.69 -2.43 0.61  -0.34
H: -1.60 0.09 2.02  0.10
O: -3.56 -0.90 -1.19  -0.06
H: 0.64 1.93 0.19  0.16
H: 2.78 2.79 1.31  0.10
O: 0.15 0.35 -3.29  0.07
H: 2.10 -0.09 -1.49  0.10
H: -0.21 0.97 -4.01  0.16
H: -5.24 0.07 -1.90  0.09
C: 1.15 0.93 0.08  -0.21
H: 3.86 1.63 2.34  0.10
O: -1.57 1.18 -1.09  0.09
C: -2.39 -0.94 -0.45  -0.19
C: 0.43 -1.56 0.13  -0.19
C: 1.74 -1.80 0.84  -0.11
C: -0.52 0.23 1.79  0.01
H: -4.54 0.95 -0.44  0.13
H: -0.29 1.33 1.82  0.11
C: -1.34 0.09 -0.53  -0.20
O: -0.54 -3.49 1.22  0.09
C: 1.73 0.87 -1.37  -0.01
H: 0.50 -1.76 -0.93  0.16
H: 2.29 -2.42 0.12  0.12
H: 1.60 -2.46 1.74  0.13
C: 2.21 0.73 1.17  -0.28
H: 2.12 2.07 2.70  0.06
H: -2.88 -2.87 0.22  0.15
C: 2.48 -0.54 1.32  -0.05
C: -4.31 0.30 -1.37  -0.07
H: -3.80 0.91 -2.07  0.05
C: 2.83 1.85 1.94  -0.03

The calculation puts the energy at -26081.8108 eV. The spin multiplicity is 1. The calculation puts the LUMO energy at -0.6 eV. The calculation puts the energy above the lowest of the compared OMol25 structures with the same formula, charge and spin at 2.8541 eV. As for the SMILES: COC1=CC(=O)[C@@H]2CC=C(C)[C@@H](CC(=O)O)[C@@]2(C)C1=O.